{"formula": "C53H45BiNO3P2S", "method": "ωB97M-V/def2-TZVPD", "e_above_lowest_kcal_mol": 2.0, "homo_energy_ev": -14.84, "total_charge": 3, "gap_ev": 7.148, "e_lumo_ev": -7.69, "species": ["Bi", "O", "S", "C", "C", "C", "C", "C", "C", "C", "C", "C", "C", "P", "C", "C", "C", "C", "C", "C", "C", "C", "C", "C", "C", "C", "C", "C", "C", "C", "C", "C", "C", "C", "C", "C", "C", "C", "P", "C", "C", "C", "C", "C", "C", "C", "C", "C", "C", "C", "C", "C", "C", "H", "H", "H", "H", "H", "H", "H", "H", "H", "H", "H", "H", "H", "H", "H", "H", "H", "H", "H", "H", "H", "H", "H", "H", "H", "H", "H", "H", "H", "H", "H", "H", "H", "H", "H", "H", "O", "C", "O", "C", "N", "C", "C", "C", "H", "H", "H", "H", "H", "H", "H", "H", "H"], "xyz": [[0.150, -0.395, -1.225], [-0.896, 1.645, 1.243], [-0.354, 2.179, -0.040], [0.873, 3.403, 0.223], [0.486, 4.645, 0.700], [1.378, 5.722, 0.786], [2.658, 5.533, 0.333], [3.820, 6.484, 0.227], [4.977, 5.638, -0.364], [4.421, 4.244, -0.472], [5.000, 3.064, -0.848], [4.235, 1.890, -0.744], [2.897, 1.873, -0.370], [2.244, 0.302, 0.220], [3.340, -1.046, -0.283], [3.584, -1.262, -1.643], [4.352, -2.343, -2.046], [4.870, -3.217, -1.093], [4.618, -3.010, 0.258], [3.853, -1.925, 0.668], [2.159, 0.381, 2.003], [3.098, 1.156, 2.688], [3.078, 1.172, 4.072], [2.132, 0.426, 4.764], [1.200, -0.343, 4.079], [1.211, -0.366, 2.694], [2.231, 3.120, -0.099], [3.062, 4.251, -0.090], [-1.700, 2.968, -0.862], [-1.574, 4.169, -1.526], [-2.675, 4.831, -2.096], [-3.912, 4.270, -1.943], [-5.273, 4.747, -2.375], [-6.256, 3.663, -1.863], [-5.378, 2.602, -1.257], [-5.681, 1.385, -0.711], [-4.618, 0.577, -0.282], [-3.285, 0.963, -0.314], [-2.172, -0.399, 0.121], [-2.290, -0.831, 1.857], [-1.770, -2.038, 2.329], [-1.916, -2.367, 3.667], [-2.573, -1.498, 4.531], [-3.072, -0.291, 4.063], [-2.929, 0.051, 2.727], [-2.821, -1.801, -0.846], [-3.383, -2.937, -0.270], [-3.879, -3.952, -1.080], [-3.810, -3.846, -2.461], [-3.260, -2.711, -3.045], [-2.776, -1.691, -2.241], [-2.951, 2.274, -0.794], [-4.031, 3.016, -1.303], [-0.548, 4.795, 0.986], [1.038, 6.676, 1.166], [4.072, 6.885, 1.209], [3.570, 7.339, -0.401], [5.868, 5.659, 0.263], [5.281, 6.000, -1.348], [6.035, 3.003, -1.157], [4.740, 0.950, -0.918], [3.209, -0.570, -2.390], [4.568, -2.488, -3.096], [5.508, -4.035, -1.405], [5.044, -3.674, 0.998], [3.670, -1.757, 1.721], [3.834, 1.739, 2.149], [3.801, 1.768, 4.613], [2.119, 0.449, 5.846], [0.459, -0.916, 4.619], [0.478, -0.951, 2.156], [-0.601, 4.634, -1.599], [-2.529, 5.773, -2.607], [-5.313, 4.848, -3.460], [-5.492, 5.731, -1.962], [-6.876, 3.255, -2.661], [-6.938, 4.061, -1.110], [-6.697, 1.023, -0.638], [-4.864, -0.415, 0.080], [-1.251, -2.712, 1.657], [-1.526, -3.306, 4.038], [-2.697, -1.765, 5.572], [-3.577, 0.388, 4.738], [-3.308, 0.997, 2.365], [-3.462, -3.025, 0.806], [-4.339, -4.819, -0.625], [-4.209, -4.634, -3.086], [-3.233, -2.609, -4.121], [-2.421, -0.778, -2.711], [0.965, -2.952, -2.333], [0.829, -3.223, -1.144], [0.388, -2.411, -0.248], [1.166, -4.615, -0.645], [1.938, -5.317, -1.723], [1.653, -6.786, -1.568], [0.182, -6.818, -1.172], [-0.081, -5.496, -0.415], [1.799, -4.558, 0.239], [2.935, -5.100, -1.679], [1.600, -4.938, -2.618], [2.304, -7.156, -0.778], [1.889, -7.300, -2.496], [-0.025, -7.691, -0.559], [-0.450, -6.884, -2.057], [-0.231, -5.653, 0.650], [-0.968, -4.998, -0.806]], "forces_ev_per_angstrom": [[-0.17, 0.12, -0.01], [0.05, 0.09, -0.09], [-0.04, -0.04, 0.16], [0.01, -0.06, 0.00], [0.01, 0.01, -0.02], [-0.06, 0.03, 0.03], [0.07, 0.00, -0.01], [0.00, -0.01, 0.01], [0.00, 0.01, 0.00], [-0.02, 0.04, 0.00], [0.05, -0.03, -0.01], [-0.02, 0.02, 0.02], [0.01, -0.05, 0.00], [0.09, -0.10, -0.01], [0.02, 0.02, -0.05], [0.04, 0.03, 0.04], [0.02, 0.01, 0.01], [0.00, 0.02, -0.03], [-0.01, 0.00, 0.03], [-0.01, -0.01, 0.01], [0.00, 0.02, -0.01], [-0.03, 0.03, -0.01], [-0.01, -0.02, 0.03], [0.02, 0.01, 0.00], [-0.01, -0.01, -0.04], [0.02, 0.01, 0.01], [0.02, 0.03, -0.02], [-0.01, -0.03, -0.02], [-0.01, -0.07, -0.03], [-0.02, 0.00, 0.00], [0.04, 0.02, 0.00], [-0.04, -0.02, 0.00], [0.00, -0.01, 0.01], [0.01, 0.00, 0.01], [0.00, 0.02, -0.01], [-0.02, -0.02, 0.02], [0.01, 0.02, -0.02], [0.04, 0.04, -0.04], [-0.05, -0.15, 0.03], [-0.01, 0.03, 0.02], [0.00, 0.05, 0.02], [0.00, -0.01, -0.01], [-0.01, 0.01, -0.01], [0.00, -0.01, 0.01], [0.03, -0.03, -0.01], [0.03, 0.02, -0.02], [0.00, -0.01, 0.03], [0.01, -0.01, 0.00], [0.00, 0.01, 0.00], [0.01, 0.02, 0.01], [-0.01, 0.01, 0.04], [-0.01, 0.00, 0.01], [0.01, 0.01, -0.02], [-0.01, 0.00, -0.01], [0.00, 0.00, 0.00], [0.00, 0.00, 0.00], [0.00, 0.00, 0.00], [0.00, -0.01, 0.00], [0.00, 0.00, 0.00], [0.00, -0.01, 0.00], [0.01, 0.01, 0.00], [-0.02, -0.03, -0.01], [0.00, 0.00, 0.00], [0.01, -0.01, 0.00], [0.00, 0.00, 0.00], [0.00, 0.00, 0.01], [0.00, 0.00, 0.01], [0.00, 0.00, 0.00], [0.00, 0.00, 0.00], [0.00, 0.01, 0.00], [-0.01, -0.02, -0.01], [0.01, 0.01, 0.01], [0.00, 0.00, 0.00], [0.00, 0.00, 0.00], [0.00, 0.00, 0.00], [0.00, 0.00, 0.00], [0.00, 0.00, 0.00], [0.00, -0.01, 0.00], [0.00, -0.01, 0.00], [0.00, 0.00, 0.00], [0.00, -0.01, 0.00], [0.00, 0.00, 0.00], [0.00, 0.00, 0.00], [0.00, 0.00, 0.00], [-0.03, -0.01, -0.03], [0.00, 0.00, 0.00], [0.00, -0.01, 0.00], [0.00, 0.00, 0.00], [0.00, -0.01, -0.02], [-0.05, -0.02, 0.08], [0.05, -0.05, -0.13], [-0.03, 0.12, 0.01], [0.03, -0.01, 0.03], [-0.03, -0.06, 0.00], [-0.04, -0.02, 0.00], [0.01, 0.02, 0.00], [0.00, -0.03, -0.06], [0.00, 0.03, -0.01], [0.01, 0.05, 0.03], [0.00, 0.00, -0.01], [0.00, 0.02, 0.01], [0.01, 0.00, 0.00], [-0.02, -0.01, -0.01], [0.02, 0.01, -0.02], [0.02, 0.00, 0.00], [-0.03, -0.01, 0.04]]}

---

{"formula": "C53H45N6PRuS3", "method": "ωB97M-V/def2-TZVPD", "e_above_lowest_kcal_mol": 9.9, "homo_energy_ev": [-18.37, -18.37], "total_charge": 4, "gap_ev": [6.201, 6.224], "e_lumo_ev": [-12.16, -12.15], "species": ["Ru", "N", "S", "N", "S", "N", "S", "N", "C", "C", "C", "C", "C", "C", "C", "C", "C", "C", "C", "C", "C", "C", "C", "C", "C", "C", "C", "C", "C", "C", "C", "C", "C", "C", "C", "C", "C", "C", "C", "C", "C", "C", "C", "C", "H", "H", "H", "H", "H", "H", "H", "H", "H", "H", "H", "H", "H", "H", "H", "H", "H", "H", "H", "H", "H", "H", "H", "H", "H", "H", "H", "H", "H", "H", "N", "P", "C", "C", "C", "C", "C", "C", "C", "C", "C", "C", "C", "C", "C", "C", "C", "C", "C", "N", "H", "H", "H", "H", "H", "H", "H", "H", "H", "H", "H", "H", "H", "H", "H"], "xyz": [[-0.918, 1.636, 0.314], [-1.617, -0.026, 0.407], [-1.667, -1.113, -0.758], [-0.561, -1.081, -1.872], [0.954, -1.509, -1.988], [1.957, -0.324, -2.052], [2.123, 0.821, -0.932], [0.834, 1.243, -0.315], [2.916, 2.109, -1.832], [2.251, 3.316, -1.989], [2.886, 4.334, -2.683], [4.158, 4.133, -3.201], [4.808, 2.916, -3.034], [4.192, 1.889, -2.341], [3.307, 0.230, 0.229], [4.195, -0.787, -0.099], [5.142, -1.163, 0.840], [5.194, -0.523, 2.072], [4.299, 0.496, 2.381], [3.343, 0.883, 1.457], [1.110, -2.247, -3.563], [-0.008, -2.827, -4.155], [0.153, -3.460, -5.376], [1.406, -3.509, -5.976], [2.508, -2.916, -5.372], [2.373, -2.274, -4.153], [1.369, -2.688, -0.750], [1.295, -2.288, 0.585], [1.704, -3.178, 1.559], [2.176, -4.438, 1.202], [2.236, -4.821, -0.129], [1.832, -3.944, -1.126], [-1.781, -2.638, 0.104], [-1.809, -2.656, 1.493], [-1.933, -3.885, 2.126], [-2.028, -5.050, 1.379], [-2.004, -5.008, -0.013], [-1.881, -3.796, -0.666], [-3.169, -0.899, -1.650], [-4.343, -1.344, -1.046], [-5.538, -1.140, -1.716], [-5.543, -0.505, -2.952], [-4.360, -0.061, -3.532], [-3.150, -0.249, -2.881], [1.255, 3.450, -1.586], [2.390, 5.285, -2.822], [4.650, 4.932, -3.739], [5.800, 2.771, -3.439], [4.702, 0.945, -2.195], [4.147, -1.280, -1.061], [5.846, -1.951, 0.607], [5.944, -0.814, 2.795], [4.359, 0.995, 3.338], [2.642, 1.684, 1.675], [-0.982, -2.753, -3.700], [-0.701, -3.907, -5.865], [1.522, -4.003, -6.931], [3.475, -2.949, -5.854], [3.222, -1.799, -3.681], [0.937, -1.302, 0.858], [1.661, -2.890, 2.601], [2.499, -5.127, 1.971], [2.602, -5.803, -0.398], [1.881, -4.236, -2.166], [-1.740, -1.736, 2.064], [-1.964, -3.928, 3.207], [-2.135, -6.002, 1.882], [-2.095, -5.920, -0.586], [-1.888, -3.755, -1.745], [-4.325, -1.852, -0.090], [-6.463, -1.493, -1.281], [-6.480, -0.367, -3.476], [-4.376, 0.415, -4.503], [-2.219, 0.067, -3.332], [-2.935, 2.613, 2.394], [-1.336, 2.060, 2.459], [-0.201, 3.388, 2.784], [0.319, 4.018, 1.642], [1.161, 5.111, 1.768], [1.469, 5.584, 3.039], [0.949, 4.966, 4.176], [0.115, 3.865, 4.055], [-1.277, 0.756, 3.655], [-2.439, 0.062, 4.014], [-2.364, -0.949, 4.958], [-1.140, -1.273, 5.530], [0.018, -0.597, 5.160], [-0.044, 0.420, 4.224], [-3.379, 3.110, 1.181], [-4.517, 3.894, 1.044], [-4.884, 4.314, -0.220], [-4.123, 3.941, -1.332], [-3.020, 3.159, -1.128], [-2.634, 2.754, 0.114], [-3.427, 2.919, 3.224], [0.084, 3.680, 0.609], [1.568, 5.599, 0.893], [2.118, 6.443, 3.144], [1.195, 5.345, 5.158], [-0.285, 3.384, 4.940], [-3.391, 0.315, 3.567], [-3.261, -1.471, 5.262], [-1.090, -2.049, 6.282], [0.963, -0.847, 5.623], [0.854, 0.967, 3.954], [-5.096, 4.170, 1.915], [-5.763, 4.933, -0.347], [-4.393, 4.254, -2.329], [-2.397, 2.826, -1.951]], "forces_ev_per_angstrom": [[-0.39, -0.81, -1.09], [0.26, 0.37, 0.49], [-0.16, -0.27, -0.38], [-0.25, 0.05, 0.10], [0.11, 0.04, 0.06], [-0.02, -0.07, -0.01], [0.01, -0.03, -0.04], [-0.19, 0.49, 0.38], [-0.03, -0.01, 0.06], [-0.06, -0.02, 0.00], [-0.04, 0.00, 0.02], [0.00, 0.01, -0.01], [0.01, -0.01, 0.00], [0.01, -0.06, 0.03], [-0.04, 0.05, 0.05], [-0.01, -0.03, -0.02], [0.01, 0.00, 0.00], [0.00, 0.00, 0.01], [-0.02, 0.01, -0.01], [-0.02, 0.01, -0.01], [-0.01, -0.03, -0.05], [0.09, 0.04, 0.00], [0.00, -0.01, 0.00], [-0.02, -0.01, -0.02], [0.04, 0.03, 0.03], [-0.03, -0.03, 0.02], [0.02, -0.01, 0.00], [0.07, -0.03, -0.06], [-0.01, 0.03, 0.01], [0.01, -0.02, 0.01], [0.00, -0.01, -0.03], [-0.01, 0.04, -0.01], [-0.02, -0.01, -0.07], [-0.02, 0.06, 0.10], [0.00, 0.08, 0.02], [0.00, -0.03, -0.03], [0.00, -0.02, -0.02], [-0.02, 0.02, 0.10], [0.06, 0.02, 0.00], [0.03, 0.01, 0.05], [0.00, 0.00, 0.01], [-0.03, -0.01, -0.01], [0.06, 0.02, -0.02], [0.02, -0.02, -0.02], [0.03, 0.01, -0.02], [-0.01, 0.00, 0.00], [0.01, 0.01, -0.01], [0.01, -0.01, 0.00], [0.00, 0.03, -0.01], [0.02, 0.01, 0.01], [0.01, 0.00, 0.00], [0.01, 0.00, 0.01], [0.00, 0.01, 0.01], [0.05, -0.03, 0.00], [-0.10, -0.02, 0.06], [0.00, 0.00, 0.00], [0.00, -0.01, 0.00], [0.00, 0.00, 0.00], [0.01, 0.00, 0.00], [-0.01, 0.06, 0.03], [-0.01, 0.00, 0.01], [0.01, 0.00, 0.01], [0.00, 0.00, -0.01], [0.01, -0.01, 0.00], [-0.01, -0.11, -0.05], [0.00, 0.00, -0.01], [0.00, -0.02, 0.00], [0.00, -0.01, 0.00], [0.02, 0.00, -0.11], [-0.01, -0.01, -0.01], [0.00, 0.00, 0.01], [0.00, 0.00, 0.00], [0.00, 0.00, 0.00], [-0.01, -0.01, -0.01], [-0.05, 0.10, -0.18], [0.08, -0.08, 0.22], [-0.01, -0.02, -0.26], [0.04, 0.03, -0.15], [-0.10, -0.09, -0.04], [-0.07, -0.09, 0.18], [0.08, 0.09, -0.12], [0.01, -0.01, 0.01], [-0.11, 0.09, 0.08], [0.09, 0.05, -0.05], [0.01, 0.00, -0.02], [0.02, 0.01, 0.00], [0.02, -0.05, 0.02], [0.02, 0.07, -0.06], [0.16, -0.12, 0.34], [-0.12, 0.09, -0.15], [0.00, -0.03, 0.22], [0.14, -0.12, -0.01], [-0.03, 0.04, -0.06], [0.33, 0.05, -0.19], [0.02, 0.01, 0.06], [0.09, 0.23, 0.45], [-0.01, 0.00, 0.00], [0.00, 0.01, 0.02], [0.01, 0.02, 0.00], [0.01, 0.02, -0.01], [-0.05, 0.01, 0.00], [-0.02, 0.00, 0.01], [0.01, -0.02, 0.03], [0.01, -0.01, 0.01], [-0.03, -0.02, 0.02], [0.01, 0.00, 0.02], [0.00, 0.00, 0.02], [0.01, -0.01, -0.01], [0.01, 0.01, 0.04]]}